Molecular formula: C11H24ClCrIN3OP2
Method: DFT, wB97M-V/def2-TZVPD

Results
HOMO-LUMO gap (spin up / spin down) = 5.163 / 5.265 eV
total charge = +2
2S+1 = 4
molecular weight = 490.634 g/mol

Cartesian coordinates (Å):
I -3.86317 -0.53815 0.84031
Cr -1.57334 0.59767 -0.03932
Cl -0.68981 2.23037 -1.43894
P 0.34528 0.97985 1.42267
P -0.55400 -1.17608 -1.17239
O -0.90011 -1.96713 2.20113
N 2.72527 2.47387 1.89051
N 2.00834 1.08622 3.75778
N 0.75939 3.10315 3.19231
C 1.23863 -1.22788 -1.44026
C 1.96741 1.70752 0.85523
C -0.25158 2.47701 2.30685
C 3.16894 1.61777 3.00798
C -1.24905 -0.88839 -2.83043
C -1.14070 -1.05836 1.47157
C 1.20161 2.20460 4.27947
C -3.58265 1.44391 -0.74947
C 1.18946 0.18000 2.91877
C -0.93298 -2.91864 -0.89365
C 1.94588 3.59483 2.46136
H 1.46438 -1.92317 -2.27634
H -0.67886 -3.48567 -1.80506
H 2.65031 0.94186 0.45697
H -4.11117 2.25325 -0.22022
H 2.58293 4.15440 3.16963
H 1.83599 -0.65456 2.59465
H -0.35558 -3.31274 -0.04851
H 3.73211 0.77462 2.59528
H 1.63978 -0.23223 -1.70046
H 1.78678 2.39630 0.02455
H 3.79844 2.21034 3.69381
H -1.13892 2.21528 2.90616
H 1.63860 4.27429 1.65790
H -0.56598 3.19973 1.53938
H 0.43725 -0.26879 3.58733
H -4.35381 1.14923 -1.46683
H -1.99627 -3.06907 -0.66384
H 1.76367 -1.58933 -0.53585
H -2.32498 -0.80089 -2.74029
H -0.84130 0.03689 -3.21215
H -2.73995 1.85693 -1.31277
H 0.32498 1.79671 4.80698
H 1.80647 2.78785 4.99802
H -0.95793 -1.73745 -3.43825

Molecular formula: C44H88O11
Method: DFT, wB97M-V/def2-TZVPD

Results
HOMO-LUMO gap = 9.806 eV
SMILES string = C1CCOC1.C1CCOC1.C1CCOC1.C1CCOC1.C1CCOC1.C1CCOC1.C1CCOC1.C1CCOC1.C1CCOC1.C1CCOC1.C1CCOC1
energy above the lowest of the compared OMol25 structures with the same formula, charge and spin = 43.9 kcal per mole
molecular weight = 793.177 g/mol

Cartesian coordinates (Å):
O 18.02682 -1.74427 23.34570
O 16.64971 2.09338 30.06634
O 13.79471 0.60344 22.24013
O 8.80714 4.71520 27.19410
O 12.27615 -5.86174 22.89563
O 11.78723 0.48981 30.31267
O 15.34660 0.95642 25.98683
O 18.63499 5.41324 24.73228
O 9.92193 -1.85335 22.05149
O 8.24408 -2.71436 24.79339
O 19.18846 -0.39450 26.38505
C 18.54090 2.35334 31.29419
C 13.50237 -5.90721 23.64522
C 16.90291 -1.26380 22.62096
C 12.60843 -1.65219 30.60769
C 14.57621 -1.27916 26.01939
C 13.44389 2.86833 22.03722
C 9.75073 -0.75207 19.97120
C 13.97897 2.33135 20.70243
C 9.25334 -1.67668 26.58994
C 11.07403 -1.70131 30.63653
C 14.51507 0.93788 21.05827
C 11.02932 -0.95209 21.91066
C 20.15440 -0.49466 27.40491
C 15.82743 -0.42252 26.06689
C 16.68993 -3.59035 23.19942
C 10.15660 4.91689 27.61680
C 15.88320 -2.42741 22.61452
C 8.24704 -2.67366 27.10707
C 12.97718 -0.19377 30.72554
C 9.92060 2.55263 27.15617
C 10.91133 3.72390 26.99682
C 13.74841 1.76594 23.05019
C 13.36596 -0.32685 26.20310
C 9.01846 -1.67632 20.96233
C 18.02124 5.89791 25.92372
C 21.14342 0.67603 27.19042
C 17.65822 1.46356 29.27703
C 17.11186 3.82061 25.34537
C 17.29018 4.68772 26.55627
C 18.88600 1.35247 30.22609
C 17.03237 2.10019 31.44888
C 11.48043 -4.72800 23.23420
C 20.80505 1.15095 25.77779
C 18.44896 3.98148 24.69130
C 13.35947 -4.82630 24.74669
C 19.34230 0.80435 25.64142
C 9.01104 -1.52246 25.08502
C 10.65753 -0.24773 30.75656
C 11.91668 -4.36129 24.67705
C 14.08296 0.93641 26.62047
C 8.60894 3.33345 27.00743
C 10.51671 0.12387 20.95891
C 17.67927 -2.87974 24.12780
C 8.26285 -3.60783 25.91202
H 10.24937 -2.08650 26.79116
H 16.85925 2.77397 25.54579
H 14.45879 -1.78086 25.05617
H 13.52800 -6.86258 24.16349
H 19.34783 3.53159 25.12243
H 12.87014 -0.14686 25.25167
H 20.67318 -1.45581 27.40324
H 19.01820 0.33675 30.59114
H 18.67678 3.40272 31.03680
H 11.00258 3.95018 25.93609
H 13.14640 2.17578 20.01166
H 16.40814 -0.47621 26.99478
H 13.06656 -2.22424 29.79910
H 11.79969 -3.90354 22.59366
H 10.52003 -1.29096 19.41240
H 13.49802 -5.29826 25.71987
H 10.00165 2.06011 28.12219
H 13.81621 0.12902 30.11007
H 10.40901 -4.90349 23.22464
H 21.12080 2.16687 25.55328
H 16.20484 -4.44854 23.66653
H 19.10155 2.21613 32.22476
H 20.95993 1.49342 27.89332
H 14.14088 1.11444 27.70288
H 14.67552 1.87462 23.62871
H 17.25741 6.67130 25.81553
H 11.82388 -1.57018 21.46869
H 16.60119 -0.51562 25.30446
H 14.56897 -2.09817 26.74034
H 13.01951 1.75223 23.86481
H 12.95781 -2.26697 31.44757
H 13.21367 0.13547 31.74489
H 17.84475 2.18508 28.48081
H 14.10583 -4.04496 24.59607
H 11.45972 -0.63978 22.86330
H 9.20800 -0.70100 27.08333
H 16.70970 1.15906 31.90625
H 18.69514 1.58955 26.06035
H 18.81532 6.22147 26.60126
H 16.48047 2.90964 31.92516
H 16.46562 -0.39049 23.11240
H 19.75332 1.69648 29.66126
H 15.59581 1.05284 21.21032
H 10.64116 -2.27946 31.45415
H 18.42516 3.63006 23.65454
H 13.82472 3.84159 22.34763
H 17.31054 -2.50092 25.08753
H 18.48191 -3.56867 24.39662
H 21.32268 0.49485 25.06881
H 7.85684 2.88960 27.68074
H 17.25994 -4.00263 22.36120
H 12.36604 2.94883 21.89700
H 18.97512 0.78894 24.61312
H 11.42931 0.63443 20.63432
H 9.92802 -1.53453 24.50167
H 19.74399 -0.41831 28.41612
H 14.36571 0.15238 20.32281
H 11.35432 -4.86507 25.46168
H 12.69141 -0.64317 26.99606
H 15.04100 -2.25873 23.28907
H 22.17600 0.39902 27.40110
H 7.37970 -4.24572 25.83429
H 17.95136 4.23976 27.30616
H 10.75484 -2.16642 29.70279
H 16.41931 4.95946 27.15501
H 8.42300 -0.61536 24.94012
H 10.39475 0.13856 31.75043
H 16.35396 4.11531 24.61648
H 15.49131 -2.68037 21.63034
H 11.79137 -3.27917 24.76749
H 13.63420 1.87013 26.25777
H 17.27966 -1.02012 21.62815
H 8.45215 -3.04521 28.10766
H 8.08641 3.15794 26.05944
H 8.11753 -1.24261 21.39687
H 14.29599 -5.66728 22.94304
H 14.70457 2.91522 20.13634
H 10.58883 5.81939 27.17945
H 7.23348 -2.26204 27.07884
H 10.15679 5.04340 28.70223
H 9.10269 -0.29083 19.22905
H 9.10386 -4.30910 25.85342
H 8.80752 -2.61959 20.45734
H 17.42998 0.47229 28.87978
H 9.77022 -0.01722 30.16031
H 11.85751 3.61108 27.52616
H 9.88879 0.86133 21.46097
H 9.82124 1.83546 26.34083

Molecular formula: C24H14MnN2O2PS2
Method: DFT, wB97M-V/def2-TZVPD

Results
HOMO-LUMO gap (spin up / spin down) = 7.473 / 6.523 eV
total charge = +1
2S+1 = 2
energy above the lowest of the compared OMol25 structures with the same formula, charge and spin = 0.0 kcal per mole
molecular weight = 512.434 g/mol

Cartesian coordinates (Å):
Mn -0.40191 0.30634 0.07037
S 1.92781 -0.01405 0.07631
S -0.18224 0.62543 2.46119
P -0.79097 -2.00164 -0.05425
O -0.13791 1.17444 -1.75354
O -3.25626 1.09636 0.38539
N 4.81011 -0.62834 2.21585
N 2.31616 0.44248 5.14307
C -0.49809 0.01787 -1.76211
C -1.31174 -3.44427 -2.49630
C -0.97916 -2.26496 -1.85671
C -4.40796 -4.33413 1.51815
C -0.77625 -1.11142 -2.60876
C 1.63562 -3.34477 -0.46290
C -2.17745 0.79472 0.26846
C -2.04338 -4.21584 1.08488
C -3.45704 -2.30503 0.65908
C 2.12452 -3.53708 2.27340
C -2.19296 -2.89887 0.65188
C 1.45211 0.32507 2.70681
C -4.56087 -3.02191 1.09018
C 1.93143 0.39125 4.06008
C -3.15414 -4.92794 1.51501
C 3.72366 -0.32281 1.99756
C 2.82754 -3.89174 -0.00342
C 0.68599 -2.90122 0.45125
C -1.42992 -3.44379 -3.88306
C -0.87614 -1.10173 -3.99927
C 2.36018 0.01567 1.68343
C 3.07348 -3.98139 1.35858
C -1.20912 -2.28676 -4.63033
C 0.93175 -2.99618 1.82293
H 1.45860 -3.25601 -1.52763
H -1.06784 -4.68296 1.09341
H 2.32198 -3.60517 3.33566
H 4.00985 -4.39417 1.71139
H -5.53850 -2.55791 1.09686
H -0.70571 -0.19230 -4.55958
H -1.30475 -2.31340 -5.70745
H -5.26882 -4.89478 1.85849
H 3.56965 -4.23670 -0.71183
H -1.70665 -4.35736 -4.39338
H -1.48252 -4.35110 -1.92813
H -3.58504 -1.28844 0.32161
H -3.03568 -5.94906 1.85268
H 0.19353 -2.63934 2.53376

Molecular formula: C6H26NO7
Method: DFT, wB97M-V/def2-TZVPD

Results
HOMO-LUMO gap = 8.895 eV
total charge = -1
energy above the lowest of the compared OMol25 structures with the same formula, charge and spin = 26.8 kcal per mole
molecular weight = 224.274 g/mol

Cartesian coordinates (Å):
O -0.65527 -0.07201 -2.70078
O -1.39111 -1.57340 -0.24414
O -3.33579 0.43719 -1.97005
O 2.66313 -2.08887 2.25401
O -0.66512 -3.27395 -2.16568
O 0.51381 -3.13743 0.72697
O -2.02760 -0.03425 1.80186
N 1.18967 2.33411 0.16563
C -0.08248 1.63793 0.56467
C -0.05776 1.42325 2.08636
C -1.23754 2.46250 0.04593
C 2.48774 0.27350 -0.45749
C 1.84108 1.63450 -0.93662
C -0.75989 0.11744 2.44942
H -2.17676 1.91515 0.00494
H 3.17933 0.00433 -1.25361
H 1.74440 -2.18245 1.94823
H -0.96194 -2.58606 -1.48688
H -0.23620 -2.48861 0.64920
H 2.67483 2.22191 -1.32323
H -2.45818 0.29295 -2.34667
H -1.17356 0.20428 3.46538
H 0.16781 -0.37092 -3.09849
H -1.90214 -0.56298 0.96896
H -0.07405 -0.73154 2.42798
H 0.86498 -3.22268 -0.16269
H -1.76993 -2.38238 0.12566
H 0.99939 1.34433 2.35132
H -0.82353 -0.73266 -2.03355
H 1.25111 1.31550 -1.80694
H -0.44106 2.28171 2.64184
H -3.32462 0.05094 -1.09622
H -0.06125 0.64950 0.11683
H 3.17309 -1.75426 1.51643
H 2.91452 0.33608 0.53736
H -1.46260 3.35613 0.63264
H 1.00018 3.25759 -0.20509
H -1.07985 2.79209 -0.98506
H -0.13740 -2.74919 -2.77447
H 1.63052 -0.39927 -0.43394

Molecular formula: C22H88O22
Method: DFT, wB97M-V/def2-TZVPD

Results
HOMO-LUMO gap = 10.302 eV
energy above the lowest of the compared OMol25 structures with the same formula, charge and spin = 17.5 kcal per mole
molecular weight = 704.924 g/mol

Cartesian coordinates (Å):
O 2.40651 3.37642 0.31735
O -2.98994 2.97090 -3.87390
O -1.39041 -1.23102 -2.61974
O -3.10468 0.75280 -1.64775
O 1.07483 -3.09460 0.85957
O -2.72098 2.37499 4.30936
O -2.63320 3.87260 2.12730
O 2.05246 2.65437 -4.32617
O 0.74262 -0.84508 -0.60353
O -2.55164 -0.29717 -4.81283
O 2.65769 -4.38452 -1.92957
O 4.78854 1.99091 -3.31640
O 3.14263 -1.64120 -2.27215
O -3.29576 -4.53944 0.05125
O -2.10728 -0.06774 3.13882
O -0.44849 -5.47012 0.08928
O -1.51829 -2.61894 2.55207
O 1.72704 -2.54658 5.52798
O -0.67093 4.18541 -3.76859
O 3.54962 1.56220 2.70191
O 2.02594 -0.31061 4.20986
O 0.03103 4.08024 1.86271
C -1.47959 -0.61399 -5.73349
C -4.07795 2.85265 -4.83700
C 2.46421 -3.75651 5.55035
C 1.56213 0.63691 5.16181
C -3.30389 -0.46587 2.48650
C 2.70049 4.07341 -0.89472
C 2.19994 -3.31178 1.75066
C -1.08077 5.51562 -3.52615
C 2.82510 -5.00317 -3.17544
C 4.01066 -0.82727 -1.41302
C 1.07611 1.89207 -4.96628
C 0.42914 4.24847 3.20752
C -0.47280 -6.47146 -0.88017
C -1.48157 -3.25457 3.80737
C 0.91424 0.49086 -0.12710
C -4.47414 0.40864 -1.63058
C 5.90173 1.26895 -3.84598
C -1.76997 -2.48185 -2.09332
C -3.63177 4.77555 2.44763
C 4.75496 2.16109 3.18391
C -4.60004 -5.09564 0.25082
C -2.43632 3.06924 5.53344
H 2.55642 5.15080 -0.72597
H 1.94109 -4.52698 5.00749
H -4.22553 3.70953 -5.49254
H -2.38672 -2.32336 -1.23187
H 3.16536 -2.94243 1.25641
H 2.23787 -4.33808 2.14484
H 4.40753 2.92544 4.00777
H -5.04266 2.58961 -4.28413
H -0.67199 -0.92603 -2.05174
H -1.51490 3.79326 -3.94729
H -4.53313 4.72078 1.83069
H 5.84607 0.14891 -3.83816
H 2.64976 0.09827 3.60003
H -3.84963 1.95727 -5.38807
H 6.09487 1.54968 -4.88562
H -3.03633 -3.93738 0.81463
H -1.34282 3.31745 5.63134
H 1.04714 -1.45392 0.02038
H 2.08642 -1.89331 4.87104
H -2.52622 3.30878 2.93863
H 5.41116 2.62455 2.37087
H -0.01357 0.85088 0.34575
H -1.93119 -0.94492 -6.67992
H 2.93473 -3.43404 -2.09630
H 1.51133 3.57631 0.62375
H -0.69695 -7.43219 -0.41363
H 1.81328 0.65809 0.54412
H 3.70304 3.65462 -1.13382
H -2.53314 0.02642 -1.97275
H 1.05837 -3.85835 0.28147
H -1.34289 5.76037 -2.46219
H -0.88861 -3.07015 -1.76180
H 3.68947 -1.17363 -0.34647
H -1.94026 5.75235 -4.12428
H -1.16817 -4.29187 3.66962
H 3.17614 2.18345 2.04967
H -5.02293 1.24015 -1.17888
H 2.53530 -4.02201 6.60216
H 0.57317 1.13980 -4.30252
H 3.84165 -4.89906 -3.60610
H 5.33452 1.38112 3.57992
H -3.37138 5.79732 2.24468
H -3.60949 -1.38715 2.94855
H 5.03589 -1.14061 -1.49239
H -4.53672 -6.01262 -0.29751
H -4.73906 -5.31173 1.30737
H 1.06815 1.07389 -1.04465
H -4.69571 0.27124 -2.69500
H 0.49523 0.62598 5.17333
H 1.87064 0.46985 6.25041
H -2.29675 -0.66460 -3.94772
H 1.56487 3.45363 -4.01606
H -2.95861 4.03610 5.42632
H 1.98530 3.69161 -1.63403
H -1.36201 -5.07270 0.14618
H -2.19829 1.59414 4.22142
H 1.99935 -2.64891 2.58246
H 6.76496 1.53793 -3.14830
H -0.82744 -2.86363 4.49470
H 0.25705 2.46627 -5.28218
H 0.12166 3.40220 3.83678
H 1.60415 1.41727 -5.86063
H 0.54194 -6.58284 -1.27901
H -1.51115 -0.76846 2.86676
H -0.83557 -3.03711 1.98732
H -0.35905 6.30149 -3.86900
H -3.84910 4.65654 3.52892
H -3.15670 -0.42530 1.42868
H 1.90508 1.63839 4.79501
H 0.01816 5.20534 3.63089
H 1.50863 4.30117 3.18785
H -2.51068 -3.26857 4.33332
H 2.61045 -6.07536 -2.99477
H -2.21769 -2.94601 -2.98017
H -0.74740 -1.48528 -5.36604
H 3.45124 -3.62867 5.14025
H 3.72259 0.17054 -1.49342
H -2.87225 2.06299 -3.58708
H 3.93405 1.79725 -3.75169
H -3.98502 0.37992 2.66803
H 2.06417 -4.62965 -3.93415
H -5.43935 -4.49410 -0.12176
H -1.18638 -6.24773 -1.66353
H -2.75823 2.47684 6.37875
H -4.73450 -0.42754 -1.03106
H -0.86785 0.25532 -5.96075
H -0.89022 3.94365 1.67667
H 2.24880 -1.44359 -1.90392

Molecular formula: C28H25N3O6
Method: DFT, wB97M-V/def2-TZVPD

Results
HOMO-LUMO gap = 8.914 eV
SMILES string = CC(=O)c1cccc(N(C(=O)CNC(=O)c2ccco2)[C@H](C(=O)NCc2ccco2)c2ccccc2)c1
energy above the lowest of the compared OMol25 structures with the same formula, charge and spin = 20.7 kcal per mole
molecular weight = 499.523 g/mol

Cartesian coordinates (Å):
O -3.27717 2.03079 1.84305
O 4.47311 -1.46586 1.45311
O -3.75814 -3.28446 0.06559
O 1.19720 -1.52255 -1.85463
O 0.46393 3.32485 -1.33686
O -4.51502 0.37013 -1.06115
N -2.67758 2.22973 -0.32932
N 0.07771 1.30401 -0.43258
N 1.77702 -1.09935 0.28945
C 2.40031 -2.38360 0.55661
C 5.77259 -1.35754 1.13092
C -0.81714 0.41520 1.66204
C 2.68115 1.95874 0.61281
C -5.36377 0.05511 0.97991
C -2.49770 -2.88560 -1.91748
C 3.68411 1.24154 -1.44158
C -1.40110 -0.60943 -0.43880
C -2.89557 -2.63866 -0.48596
C -1.56242 3.10424 -0.07851
C -2.16299 -1.55902 0.22986
C 2.55439 1.38420 -0.64464
C 3.88378 -2.21350 0.49025
C 1.39394 -0.73907 -0.95248
C 6.03734 -2.01844 -0.02626
C 1.25262 0.78535 -1.12929
C -0.24696 2.60154 -0.67246
C -4.44452 0.75276 0.23999
C -0.73362 0.37724 0.27580
C -1.58850 -0.52187 2.32890
C 3.91666 2.39327 1.06114
C -3.43859 1.72647 0.67586
C -2.25874 -1.49868 1.62072
C -6.03382 -0.79713 0.07787
C 4.91891 1.66528 -0.98767
C 4.80317 -2.57048 -0.44999
C -5.47572 -0.56281 -1.14160
C 5.03866 2.24018 0.26659
H -1.73807 4.09856 -0.50402
H 2.06875 -3.08300 -0.21143
H 4.62345 -3.15565 -1.32777
H 6.00316 2.57113 0.62126
H 4.00105 2.84689 2.03759
H -0.29629 1.18172 2.21514
H -1.32688 -0.61380 -1.51434
H 1.14421 0.98923 -2.20284
H -5.52238 0.15318 2.03333
H 2.02060 -0.36311 0.93817
H 3.59108 0.78844 -2.41757
H -2.88174 1.96782 -1.28059
H -2.86680 -2.23512 2.12361
H 5.79044 1.54451 -1.61322
H 6.39556 -0.79409 1.79618
H -5.67166 -0.98216 -2.10892
H -1.66714 -0.47972 3.40366
H -6.81228 -1.49489 0.30441
H 6.98333 -2.10372 -0.51934
H -1.48139 3.19851 1.00930
H -2.94907 -3.81212 -2.26299
H -1.41557 -2.93798 -2.01402
H -2.85885 -2.06852 -2.53982
H 2.08529 -2.73017 1.54437
H 1.81065 2.08732 1.24022

> Which of these has the highest molecular weight?

C44H88O11